Molecular formula: C27H32BBiCl3I2N7OSi
Method: DFT, wB97M-V/def2-TZVPD

Total energy: -4011.49532 Ha
HOMO energy: -7.62 eV
LUMO level: -0.3 eV
Spin multiplicity: 1

Geometry (Å):
Bi -0.71 -0.33 -0.49
C -4.32 -1.27 -1.37
C -4.11 0.05 -1.66
C -3.85 0.48 -3.08
C -3.91 1.10 -0.63
C -4.75 2.06 -0.07
C -3.93 2.70 0.85
N -2.71 2.16 0.81
N -2.69 1.17 -0.10
B -1.48 2.58 1.67
N -1.12 1.52 2.72
C -1.29 1.63 4.05
C -0.85 0.47 4.64
C -0.41 -0.33 3.58
N -0.57 0.31 2.42
C 0.23 -1.69 3.68
C 1.75 -1.56 3.76
C -0.17 -2.63 2.55
N -0.28 2.95 0.76
C 0.45 4.06 0.94
C 1.41 4.11 -0.05
C 1.18 2.97 -0.83
N 0.16 2.27 -0.33
C 1.96 2.56 -2.05
C 2.21 3.79 -2.94
C 1.30 1.46 -2.86
H -2.73 -2.56 -3.53
H -1.23 -3.81 -2.89
H -4.84 -1.29 -0.37
H -1.25 -0.19 -2.24
H -4.73 0.26 -3.68
H -3.61 1.54 -3.16
H -3.01 -0.08 -3.49
H -5.78 2.25 -0.28
H -4.14 3.51 1.53
H -1.80 3.57 2.27
H -1.72 2.53 4.47
H -0.85 0.23 5.69
H -0.13 -2.12 4.62
H 2.14 -1.19 2.81
H 2.05 -0.87 4.54
H 2.21 -2.53 3.95
H 0.13 -2.22 1.58
H 0.33 -3.59 2.66
H -1.25 -2.81 2.54
H 0.24 4.73 1.75
H 2.15 4.88 -0.19
H 2.94 2.20 -1.72
H 1.26 4.19 -3.30
H 2.73 4.58 -2.41
H 2.81 3.51 -3.81
H 0.28 1.73 -3.14
H 1.87 1.28 -3.78
H 1.27 0.51 -2.32
I 0.47 -5.16 -3.09
C 1.85 -4.02 -2.02
C 3.18 -4.47 -1.95
C 4.13 -3.74 -1.29
I 6.08 -4.47 -1.20
C 3.77 -2.49 -0.70
C 4.67 -1.63 -0.03
C 4.23 -0.44 0.48
C 2.88 -0.08 0.30
N 2.03 -0.86 -0.30
C 2.43 -2.06 -0.79
C 1.39 -2.85 -1.43
O 0.16 -2.48 -1.46
H 3.45 -5.40 -2.42
H 5.70 -1.93 0.08
H 4.91 0.23 0.99
H 2.50 0.87 0.68
Cl -2.44 -3.27 -2.49
Si -3.06 -1.74 0.19
Cl -3.31 -3.82 0.39
Cl -3.88 -1.06 1.99

Charge distribution, Löwdin scheme, values in e:
1 Bi 1.525
2 C -0.259
3 C -0.384
4 C -0.067
5 C -0.340
6 C 0.008
7 C -0.055
8 N -0.009
9 N -0.071
10 B -0.537
11 N -0.043
12 C -0.081
13 C -0.019
14 C -0.301
15 N 0.060
16 C -0.363
17 C -0.058
18 C -0.079
19 N -0.028
20 C -0.074
21 C -0.020
22 C -0.293
23 N 0.022
24 C -0.373
25 C -0.071
26 C -0.099
27 H -0.042
28 H -0.254
29 H -0.005
30 H -0.091
31 H 0.086
32 H 0.085
33 H 0.039
34 H 0.106
35 H 0.123
36 H 0.116
37 H 0.114
38 H 0.099
39 H 0.135
40 H 0.060
41 H 0.079
42 H 0.077
43 H 0.024
44 H 0.085
45 H 0.046
46 H 0.119
47 H 0.097
48 H 0.132
49 H 0.090
50 H 0.067
51 H 0.077
52 H 0.073
53 H 0.083
54 H 0.009
55 I 1.099
56 C -0.593
57 C -0.239
58 C -0.682
59 I 0.909
60 C -0.204
61 C -0.038
62 C -0.035
63 C -0.141
64 N 0.020
65 C -0.154
66 C -0.456
67 O -0.365
68 H 0.077
69 H 0.060
70 H 0.110
71 H 0.112
72 Cl 0.723
73 Si -0.282
74 Cl 0.190
75 Cl 0.271